No. 1
The following is a quantum chemistry calculation of 7 unconnected molecules or ions with the total composition C26H63ClN6O12P at a distorted geometry, from the Open Molecules 2025 dataset.

Geometry (Å):
Cl  -1.0329  -1.3561  0.9594
O  -2.4536  -1.4959  1.1907
O  -0.6284  -0.0117  1.2783
O  -0.2589  -2.2274  1.8116
O  -0.7163  -1.7018  -0.4135
O  3.3828  1.7312  1.2260
P  3.4337  2.0714  -0.2059
N  3.2906  0.7111  -1.1764
C  2.3650  -0.3643  -0.7792
C  3.4813  0.7401  -2.6131
N  4.8317  2.8098  -0.7581
C  6.0679  2.0674  -0.6435
C  4.9743  4.2327  -0.4834
N  2.2018  3.1364  -0.7197
C  0.8780  2.8811  -0.1816
C  2.1421  3.6328  -2.0829
H  2.4084  -0.6227  0.2774
H  2.5480  -1.2713  -1.3530
H  1.3511  0.0045  -0.9591
H  2.5687  1.1249  -3.0898
H  3.6014  -0.2492  -3.0619
H  4.3199  1.3551  -2.9387
H  6.3888  1.9652  0.4005
H  6.0067  1.0654  -1.0672
H  6.8696  2.5839  -1.1771
H  4.1368  4.8190  -0.8624
H  4.9272  4.4699  0.5883
H  5.9120  4.6091  -0.8885
H  0.4150  2.0801  -0.7743
H  0.9343  2.5330  0.8477
H  0.2510  3.7758  -0.2052
H  1.5725  2.9266  -2.6880
H  3.1384  3.7272  -2.5233
H  1.7708  4.6612  -2.1355
O  -0.9820  0.2559  5.3997
C  -0.7551  -0.9251  5.3480
O  0.4427  -1.3867  5.7663
C  0.3297  -2.8035  6.0067
C  -0.7523  -3.2859  5.0587
C  -1.6163  -2.0546  4.8267
H  0.0829  -2.9320  7.0664
H  1.2948  -3.2970  5.9066
H  -1.3014  -4.1219  5.4958
H  -0.2487  -3.6791  4.1761
H  -2.5129  -1.9640  5.4419
H  -1.8005  -1.8995  3.7639
O  -2.8775  -8.0810  0.4601
C  -2.2890  -7.2035  1.0138
O  -2.3663  -5.9165  0.5869
C  -1.5776  -5.0552  1.3922
C  -0.6865  -5.9393  2.2828
C  -1.3949  -7.3124  2.2616
H  -2.3127  -4.4982  1.9795
H  -0.9308  -4.3469  0.8796
H  -0.7110  -5.5528  3.2994
H  0.3158  -6.0614  1.8804
H  -2.0919  -7.3795  3.0959
H  -0.6832  -8.1236  2.1690
C  0.2226  2.1488  -6.7681
C  -1.0359  2.2515  -5.8784
C  -0.7550  2.4777  -4.3895
O  0.1187  1.5493  -3.8146
C  -0.2902  0.2025  -3.6631
N  -1.9591  3.2871  -6.3261
H  0.8089  1.3071  -6.3880
H  0.8434  3.0403  -6.6860
H  -0.0773  1.9295  -7.7907
H  -1.5795  1.3051  -5.9366
H  -1.7067  2.4751  -3.8442
H  -0.2776  3.4559  -4.2752
H  0.6460  -0.3467  -3.5613
H  -0.7874  -0.2441  -4.5288
H  -0.8966  0.0676  -2.7655
H  -2.3078  3.0874  -7.2551
H  -1.6365  4.2444  -6.3676
C  -4.5317  -3.1750  -1.4023
C  -3.6933  -3.4132  -2.6396
C  -3.1690  -2.1845  -3.3580
O  -4.2320  -1.3104  -3.7439
C  -3.7264  -0.1890  -4.4299
N  -2.5949  -4.2993  -2.2356
H  -5.5338  -2.8054  -1.6233
H  -4.0548  -2.5330  -0.6593
H  -4.6818  -4.1723  -0.9824
H  -4.3232  -4.0169  -3.3032
H  -2.5946  -2.4508  -4.2534
H  -2.5083  -1.6668  -2.6517
H  -3.3011  -0.6143  -5.3517
H  -3.0003  0.4566  -3.9332
H  -4.5610  0.4474  -4.7279
H  -2.0863  -3.8228  -1.4843
H  -1.8136  -4.4328  -2.8753
C  -1.3591  2.9666  3.3438
C  0.1512  3.0039  3.6788
C  0.3087  3.5779  5.0808
O  1.6866  3.6079  5.4603
C  1.9694  4.2845  6.6506
N  0.7373  1.6541  3.5640
H  -1.9086  2.1674  3.8321
H  -1.4192  2.9143  2.2556
H  -1.8330  3.9156  3.6279
H  0.6488  3.6990  2.9983
H  -0.2285  2.9675  5.8178
H  -0.0102  4.6247  5.1794
H  1.5290  3.7932  7.5270
H  1.5963  5.3166  6.6159
H  3.0547  4.2687  6.7277
H  0.3503  1.0990  4.3368
H  0.1473  1.2322  2.8400

Frontier orbital gap: 8.06 eV
LUMO: 2.4 eV
Largest force on an atom: 1.7 eV/A
E_HOMO: -5.708 eV
Charge: -1

Here are the Löwdin charges for atoms 1 to 5, given in e: 0.635 -0.358 -0.358 -0.370 -0.375



No. 2
The following is a quantum chemistry calculation of a molecular structure, C26H66CdF12N2O19S4 at a distorted geometry, from the Open Molecules 2025 dataset.

Geometry (Å):
Cd  1.5807  -0.4728  -1.8514
C  5.1476  0.6247  -3.3488
F  5.7807  0.8290  -2.2473
F  4.2442  1.5795  -3.5173
F  5.9602  0.6245  -4.3585
S  4.2692  -1.0093  -3.3896
O  3.1807  -0.7935  -4.3065
O  5.1940  -2.0095  -3.7364
N  3.5308  -1.1214  -1.8685
S  4.5210  -1.7144  -0.6921
O  5.9261  -1.6016  -0.8659
O  4.0002  -1.2588  0.5506
C  4.0944  -3.5051  -0.7090
F  4.2885  -4.0635  -1.9005
F  4.7989  -4.1006  0.1642
F  2.8085  -3.6128  -0.3947
C  -1.6094  -0.2540  0.2960
F  -1.8353  1.0085  0.4540
F  -2.4928  -0.8793  0.8848
F  -1.6599  -0.5160  -0.9799
S  0.0527  -0.7191  0.9568
O  0.0155  -0.5040  2.3507
O  0.2270  -2.0552  0.5268
N  1.0715  0.2709  -0.0034
S  1.5059  1.4344  1.0415
O  0.4328  2.2921  1.4379
O  2.3662  0.9883  2.0653
C  2.5363  2.5336  -0.0270
F  2.9680  3.5028  0.7223
F  3.5697  1.8787  -0.5406
F  1.7826  3.0117  -1.0157
C  -0.6779  -5.1136  -0.1654
C  -1.6244  -4.8532  -1.3027
O  -1.7621  -3.3971  -1.4543
H  -1.0298  -4.6920  0.7833
H  0.2558  -4.5630  -0.3243
H  -0.5116  -6.1803  -0.0112
H  -2.6086  -5.2672  -1.0778
H  -1.2034  -5.3009  -2.2090
H  -2.7435  -3.2234  -1.4529
C  1.6653  0.9105  5.5101
C  0.2354  1.4288  5.5123
O  -0.0671  1.9665  6.8208
H  2.2821  1.6814  5.9738
H  1.8921  0.6491  4.4829
H  1.7439  0.0560  6.1910
H  -0.4757  0.6455  5.2150
H  0.1723  2.2432  4.7768
H  -0.9813  2.2841  6.7854
C  6.3914  2.8368  1.2386
C  6.4382  4.3706  1.2456
O  7.7887  4.7405  0.9335
H  6.7894  2.4068  0.3209
H  5.3974  2.4678  1.5081
H  7.0526  2.4341  2.0222
H  6.1762  4.7120  2.2570
H  5.7245  4.7974  0.5488
H  8.3423  4.2535  1.5525
C  -3.9577  -4.6204  1.6216
C  -3.1962  -3.7222  2.5327
O  -2.2886  -4.4823  3.3279
H  -4.5808  -5.3401  2.1472
H  -3.2778  -5.1408  0.9487
H  -4.5977  -3.9992  0.9874
H  -3.9107  -3.1515  3.1492
H  -2.5911  -3.0171  1.9426
H  -1.8593  -3.8616  3.9600
C  0.4659  -2.5806  -4.8634
C  1.0005  -3.1462  -3.5539
O  0.5504  -2.3069  -2.4129
H  0.8414  -1.5587  -4.9579
H  -0.6225  -2.4621  -4.8121
H  0.7575  -3.1572  -5.7367
H  2.0837  -3.1568  -3.5647
H  0.6108  -4.1471  -3.3754
H  -0.3127  -2.7189  -2.0803
C  -4.2400  -0.9513  -3.1689
C  -4.8470  -1.3569  -1.8197
O  -4.4451  -2.7195  -1.4973
H  -3.1619  -1.0924  -3.1591
H  -4.5230  0.0533  -3.4894
H  -4.6136  -1.6214  -3.9554
H  -5.9358  -1.3200  -1.8990
H  -4.4736  -0.7062  -1.0322
H  -5.1885  -3.3182  -1.5889
C  -5.4526  1.3710  0.5884
C  -5.3096  0.4157  1.7762
O  -6.4304  0.5089  2.6917
H  -6.2763  1.0240  -0.0492
H  -4.5613  1.2814  -0.0382
H  -5.6720  2.3567  0.9818
H  -4.4368  0.6722  2.3876
H  -5.1110  -0.6009  1.3882
H  -7.1939  0.0590  2.3031
C  3.4400  4.7935  -5.0489
C  2.0572  4.3616  -4.6467
O  1.8868  2.9392  -4.8071
H  3.7101  4.4261  -6.0379
H  4.1488  4.3618  -4.3449
H  3.5265  5.8795  -5.0211
H  1.3147  4.9082  -5.2426
H  1.8451  4.5869  -3.6058
H  1.9118  2.7032  -5.7416
C  -1.2768  2.2299  -3.1350
C  -0.5741  0.9899  -3.6578
O  0.8336  0.9530  -3.2099
H  -1.3201  2.2312  -2.0383
H  -2.3040  2.2313  -3.5126
H  -0.7485  3.1468  -3.3847
H  -0.5618  1.0483  -4.7533
H  -1.0582  0.0615  -3.3809
H  1.2939  1.6516  -3.7763
C  -1.7851  4.5554  1.9757
C  -2.8095  3.5390  2.3536
O  -3.0693  3.6465  3.7410
H  -0.8043  4.2837  2.3548
H  -2.0325  5.5224  2.4240
H  -1.7493  4.6863  0.8964
H  -2.4024  2.5395  2.1214
H  -3.7374  3.6554  1.7790
H  -3.7207  3.0079  4.0366
C  -1.8913  -0.8581  4.5477
C  -1.0501  -1.4835  5.6553
O  -1.0370  -2.9088  5.4201
H  -1.7729  0.2215  4.4706
H  -2.9387  -1.1437  4.6834
H  -1.5505  -1.2666  3.5930
H  -1.4862  -1.2838  6.6376
H  -0.0383  -1.0673  5.5687
H  -0.4108  -3.3165  6.0285

Frontier orbital gap: 9.46 eV
LUMO: -0.1 eV
Largest force on an atom: 5.8 eV/A
E_HOMO: -9.528 eV
Charge: 0
ΔE to the lowest compared entry with this formula, charge and spin: 0.0 kcal/mol

Here are the Löwdin charges for atoms 1 to 5, given in e: 1.411 -0.756 0.191 0.134 0.192



> The lowest charge belongs to which entry?

C26H63ClN6O12P



> Among the records above, which one has the lowest largest force on an atom?

C26H63ClN6O12P



> What is the formula in the first record?

C26H63ClN6O12P



> Among the records above, which one has the highest largest force on an atom?

C26H66CdF12N2O19S4